<A>
26
Properties=species:S:1:pos:R:3 method="wB97M-V/def2-TZVPD" charge=+1 homo_energy_ev=-13.45 homo_lumo_gap_ha=0.3363 spin_multiplicity=1
C 1.009 1.390 -1.543
C 0.477 2.255 -2.668
C -0.647 1.465 -3.371
C -1.127 0.549 -2.266
C 1.268 -0.810 0.535
C -1.155 -2.795 1.097
C 0.141 -0.552 -0.317
N 0.011 0.429 -1.230
N 0.737 0.700 3.300
O 2.082 1.541 -0.951
S -1.234 -1.579 -0.248
H 0.041 3.090 -2.132
H 1.304 2.633 -3.286
H -1.377 1.952 -4.046
H -0.141 0.780 -4.281
H -1.949 1.031 -1.770
H -1.384 -0.366 -2.599
H 1.412 -1.817 0.839
H 0.935 -0.229 1.474
H 2.141 -0.298 0.342
H -0.111 -3.127 1.313
H -1.747 -3.560 0.807
H -1.546 -2.322 2.085
H 1.712 1.141 3.359
H 0.788 -0.287 3.695
H 0.041 1.282 3.924



<B>
26
Properties=species:S:1:pos:R:3 method="wB97M-V/def2-TZVPD" charge=+1 homo_energy_ev=-13.36 homo_lumo_gap_ha=0.3784 spin_multiplicity=1
C 0.293 -0.287 -0.179
C 0.307 -1.802 -0.197
C 1.869 -2.076 -0.206
C 2.521 -0.763 -0.522
C 1.686 1.687 -0.637
C -1.157 1.876 0.282
C -3.060 -0.290 1.296
N 1.466 0.297 -0.446
N -0.840 0.412 0.123
O -3.041 0.286 -1.219
S -2.322 -0.556 -0.300
H -0.187 -2.379 0.625
H 0.029 -2.113 -1.203
H 1.982 -2.340 0.814
H 2.205 -2.829 -0.810
H 3.273 -0.531 0.325
H 2.942 -0.786 -1.511
H 1.643 2.212 0.237
H 2.725 1.737 -0.884
H 1.049 2.225 -1.324
H -0.226 2.542 0.297
H -1.852 2.152 1.169
H -1.796 2.111 -0.536
H -2.770 0.678 1.498
H -2.576 -1.031 1.946
H -4.161 -0.432 1.363



Most stable structure - <A>; separation to the second - 0.975 eV.



<A>
10
Properties=species:S:1:pos:R:3 method="wB97M-V/def2-TZVPD" charge=0 homo_energy_ev=-9.29 homo_lumo_gap_ha=0.3617 spin_multiplicity=1
C 0.707 -0.890 -0.327
N -0.940 1.412 1.585
N -0.385 0.288 1.576
N -0.093 1.690 0.022
N 0.194 0.344 0.423
O -0.211 -1.113 -1.385
H 1.736 -0.700 -0.674
H 0.716 -1.538 0.577
H -0.650 1.815 -0.764
H -1.074 -1.308 -1.034



<B>
10
Properties=species:S:1:pos:R:3 method="wB97M-V/def2-TZVPD" charge=0 homo_energy_ev=-8.97 homo_lumo_gap_ha=0.3537 smiles="CN1N=NON1" spin_multiplicity=1
C 0.206 -0.594 -0.377
N -0.498 1.221 -1.834
N -0.733 2.405 -1.883
N 0.256 2.183 0.199
N 0.238 0.784 -0.874
O -0.371 3.090 -0.683
H -0.799 -1.115 -0.048
H 0.673 -1.155 -1.074
H 0.853 -0.341 0.524
H -0.468 2.000 1.072



Most stable structure - <A>; separation to the second - 1.165 eV.



<A>
43
Properties=species:S:1:pos:R:3 method="wB97M-V/def2-TZVPD" charge=0 homo_energy_ev=-8.18 homo_lumo_gap_ha=0.3009 smiles="CCCC[C@H](Sc1nc(N)c(NC(=O)c2ccco2)c(=O)[nH]1)C(=O)O" spin_multiplicity=1
O -2.229 -0.558 -2.115
O -1.843 4.430 -1.158
O 2.769 -0.553 -0.009
N -0.582 0.545 1.335
O 1.084 -1.979 -0.876
O -4.625 3.422 -3.253
S -0.263 -1.946 2.003
C -1.922 -0.183 -0.947
C -2.543 3.584 -1.780
C 1.851 -1.404 0.139
C -0.855 -0.670 1.034
C -5.250 4.195 -4.291
C -4.523 5.292 -4.478
C -3.409 5.335 -3.594
C -3.531 4.132 -2.850
C -1.266 1.432 0.611
C -1.818 1.248 -0.641
N -1.306 2.651 1.173
N -1.675 -1.087 0.022
N -2.507 2.265 -1.550
C 5.363 -3.740 3.246
C 1.545 -1.863 1.565
C 3.951 -3.422 3.043
C 1.979 -3.400 1.694
C 3.436 -3.624 1.699
H 1.478 -1.736 -1.760
H -6.036 3.924 -4.922
H -4.946 6.119 -5.091
H -2.691 6.124 -3.449
H -1.373 3.528 0.748
H -0.755 2.657 1.987
H -1.843 -2.058 -0.144
H -2.963 1.767 -2.321
H 5.566 -3.049 3.987
H 5.476 -4.706 3.664
H 6.034 -3.572 2.415
H 2.128 -1.114 2.217
H 3.773 -2.442 3.411
H 3.429 -4.258 3.666
H 1.621 -3.854 0.733
H 1.660 -3.922 2.641
H 3.936 -2.858 0.953
H 3.672 -4.652 1.240



<B>
43
Properties=species:S:1:pos:R:3 method="wB97M-V/def2-TZVPD" charge=0 homo_energy_ev=-9.54 homo_lumo_gap_ha=0.3646 smiles="COCc1nnc(NC(=O)c2ccc(S(=O)(=O)N3CCCC3)cc2)o1" spin_multiplicity=1
C -0.845 -3.504 3.172
H -0.595 -2.885 2.306
H 0.048 -3.625 3.795
O -1.901 -2.939 3.921
C -1.640 -1.640 4.383
C -1.702 -0.635 3.281
N -0.898 -0.500 2.283
N -1.373 0.492 1.498
C -2.457 0.918 2.066
N -3.303 1.909 1.682
C -3.207 2.706 0.550
O -4.014 3.577 0.362
C -2.061 2.361 -0.339
C -2.208 1.359 -1.292
C -1.132 1.008 -2.086
C 0.072 1.662 -1.919
C 0.219 2.683 -1.002
C -0.857 3.042 -0.209
H -0.761 3.834 0.518
H 1.176 3.174 -0.918
S 1.479 1.108 -2.884
O 2.639 1.854 -2.476
O 1.142 1.109 -4.277
N 1.520 -0.501 -2.382
C 2.061 -0.640 -1.043
H 1.768 0.220 -0.444
H 1.627 -1.540 -0.598
C 3.585 -0.776 -1.211
H 3.992 -1.508 -0.515
H 4.062 0.185 -1.028
C 3.779 -1.196 -2.679
H 4.338 -2.125 -2.773
H 4.304 -0.415 -3.226
C 2.351 -1.342 -3.226
H 2.243 -1.014 -4.258
H 1.993 -2.371 -3.132
H -1.203 0.229 -2.827
H -3.156 0.854 -1.401
H -4.083 2.098 2.303
O -2.735 0.251 3.209
H -2.420 -1.409 5.113
H -0.651 -1.588 4.862
H -1.199 -4.479 2.845



Most stable structure - <B>; separation to the second - 0.735 eV.



<A>
9
Properties=species:S:1:pos:R:3 method="wB97M-V/def2-TZVPD" charge=0 homo_energy_ev="-8.72 / -8.43" homo_lumo_gap_ha="0.2679 / 0.2596" spin_multiplicity=1
C -0.817 -0.042 -0.062
C 0.444 0.402 -0.067
N -1.832 0.775 0.034
O -6.011 -0.183 -0.238
S -3.374 0.934 0.049
S -4.646 -0.695 0.090
H -0.885 -1.040 0.188
H 1.238 -0.198 0.041
H 0.650 1.514 -0.211



<B>
9
Properties=species:S:1:pos:R:3 method="wB97M-V/def2-TZVPD" charge=0 homo_energy_ev=-8.54 homo_lumo_gap_ha=0.3013 smiles="O=CSNC=S" spin_multiplicity=1
C 1.780 -0.348 -0.103
C -2.076 0.141 0.309
H 1.739 -1.344 -0.410
H 0.333 1.188 -0.383
H -3.128 -0.101 0.735
N 0.521 0.077 -0.210
O -1.797 1.299 -0.094
S 3.322 0.202 0.154
S -0.695 -1.114 0.002



<C>
9
Properties=species:S:1:pos:R:3 method="wB97M-V/def2-TZVPD" charge=0 homo_energy_ev=-8.25 homo_lumo_gap_ha=0.2617 smiles="ON(C=S)C=S" spin_multiplicity=1
C 0.279 1.002 0.597
C 0.526 -0.955 -0.859
H -2.078 -0.098 0.430
H -0.285 1.406 1.606
H 0.469 -2.207 -0.481
N -0.269 -0.107 0.147
O -1.280 -0.714 0.786
S 1.482 2.077 0.111
S 1.155 -0.402 -2.336



Most stable structure - <B>; separation to the second - 1.234 eV.



<A>
9
Properties=species:S:1:pos:R:3 method="wB97M-V/def2-TZVPD" charge=0 homo_energy_ev=-9.41 homo_lumo_gap_ha=0.3133 spin_multiplicity=1
C -1.649 -0.663 0.090
C 1.613 0.821 -0.549
H -1.931 -1.477 0.700
H 0.272 -0.573 1.451
H 2.111 1.468 -1.292
N -0.715 0.101 0.805
O -2.045 -0.475 -1.054
S -0.024 1.442 -0.014
S 2.368 -0.642 -0.138



<B>
9
Properties=species:S:1:pos:R:3 method="wB97M-V/def2-TZVPD" charge=0 homo_energy_ev=-10.15 homo_lumo_gap_ha=0.3627 spin_multiplicity=1
C -0.247 2.572 0.016
C 0.278 1.229 -0.180
N -0.579 3.653 0.153
O -1.946 -1.456 0.155
S 0.237 0.254 1.411
S -1.803 -0.503 1.220
H -1.198 -1.312 2.338
H -0.229 0.675 -0.840
H 1.216 1.334 -0.498



Most stable structure - <B>; separation to the second - 0.210 eV.



<A>
10
Properties=species:S:1:pos:R:3 method="wB97M-V/def2-TZVPD" charge=0 homo_energy_ev="-8.81 / -7.86" homo_lumo_gap_ha="0.3067 / 0.2792" spin_multiplicity=1
C 0.018 -0.178 -1.002
C -0.429 -1.138 -0.123
C 0.455 1.033 -0.590
N -0.078 0.081 1.846
O -0.450 -1.000 1.174
I 1.052 2.405 -2.071
H 0.100 -0.468 -1.960
H -0.604 -2.089 -0.434
H 0.337 1.473 0.318
H -0.402 -0.119 2.842



<B>
10
Properties=species:S:1:pos:R:3 method="wB97M-V/def2-TZVPD" charge=0 homo_energy_ev=-9.54 homo_lumo_gap_ha=0.3611 smiles="I[C@H]1COC=N1" spin_multiplicity=1
C 0.310 1.543 -0.395
C 0.032 -0.590 -0.293
C -0.974 0.104 0.557
N -0.596 1.507 0.441
O 0.820 0.416 -0.892
I -3.068 0.002 -0.067
H 0.814 2.477 -0.794
H 0.840 -1.110 0.279
H -0.462 -1.144 -1.048
H -0.820 -0.347 1.468



Most stable structure - <B>; separation to the second - 3.680 eV.



<A>
30
Properties=species:S:1:pos:R:3 method="wB97M-V/def2-TZVPD" charge=0 homo_energy_ev=-8.88 homo_lumo_gap_ha=0.3458 smiles="NC(=O)[C@H](N)CCO.O.O.O.O" spin_multiplicity=1
N -0.961 0.239 -0.641
C 0.258 -0.581 -0.497
C 1.420 0.262 -1.029
C 1.928 1.162 0.080
O 0.846 1.895 0.626
C 0.024 -1.947 -1.256
N -0.413 -2.946 -0.473
O 0.217 -1.966 -2.463
H 0.000 1.798 0.152
H -1.811 -0.135 -0.242
H -1.011 0.516 -1.612
H 0.597 -0.789 0.528
H 1.193 0.501 -2.079
H 2.222 -0.433 -1.349
H 2.359 0.561 0.884
H 2.648 1.842 -0.360
H -0.852 -2.728 0.407
H -0.515 -3.862 -0.892
H -1.225 -0.731 1.723
H -2.306 -1.811 1.370
O -1.413 -1.523 1.170
H 0.034 3.503 2.807
H 0.971 2.410 2.410
O 0.274 2.589 3.056
H -1.789 0.486 3.898
H -0.679 1.127 2.929
O -1.129 0.312 3.228
H -0.493 -0.538 -3.664
H 0.172 0.442 -4.668
O -0.566 0.344 -4.045



<B>
30
Properties=species:S:1:pos:R:3 method="wB97M-V/def2-TZVPD" charge=0 homo_energy_ev=-8.93 homo_lumo_gap_ha=0.3421 smiles="N[C@H](CO)CNC=O.O.O.O.O" spin_multiplicity=1
C -2.278 -0.670 0.156
N -2.370 0.059 1.406
C -2.003 1.437 1.313
O -1.898 1.851 0.179
C -0.948 -1.662 0.014
C -0.115 -1.154 -1.152
O 1.009 -2.131 -1.230
N -0.182 -1.583 1.245
H -2.416 -0.038 -0.748
H -3.201 -1.407 0.209
H -2.374 -0.432 2.253
H -1.991 2.016 2.309
H -1.266 -2.692 -0.127
H -0.672 -1.109 -2.152
H 0.412 -0.173 -1.019
H 1.062 -2.517 -2.087
H 0.093 -0.691 1.570
H 0.702 -2.023 1.155
H 2.383 0.600 1.973
H 1.187 1.269 1.477
O 1.439 0.535 1.952
H 1.684 1.828 -1.019
H 2.911 1.903 -0.268
O 1.945 2.123 -0.125
H 2.416 -0.689 -0.061
H 3.225 -0.225 -1.241
O 3.095 -0.069 -0.323
H -0.041 2.399 -2.165
H -1.132 1.604 -1.350
O -0.676 1.640 -2.146



Most stable structure - <A>; separation to the second - 1.350 eV.



<A>
10
Properties=species:S:1:pos:R:3 method="wB97M-V/def2-TZVPD" charge=0 homo_energy_ev=-8.65 homo_lumo_gap_ha=0.3316 smiles="F/C=C/NC=S" spin_multiplicity=1
C 1.165 -1.191 0.732
C 0.523 -0.070 0.418
C -1.216 1.132 -0.812
H 0.854 -2.193 0.353
H 0.822 0.808 0.937
H -0.774 -0.863 -1.038
H -2.111 0.972 -1.513
N -0.537 -0.002 -0.535
F 2.201 -1.188 1.585
S -0.925 2.594 -0.127



<B>
10
Properties=species:S:1:pos:R:3 method="wB97M-V/def2-TZVPD" charge=0 homo_energy_ev="-9.14 / -9.83" homo_lumo_gap_ha="0.2887 / 0.3136" spin_multiplicity=1
C 1.220 1.091 -0.446
C -1.360 -0.423 -0.244
C 1.153 -0.257 0.070
N 1.265 2.197 -0.775
F 2.311 -0.578 0.610
S 0.018 -1.347 -0.709
H -1.012 -0.163 0.822
H -2.037 -1.218 -0.206
H -1.506 0.431 -0.838
H -0.052 0.266 1.717



Most stable structure - <A>; separation to the second - 4.008 eV.



<A>
10
Properties=species:S:1:pos:R:3 method="wB97M-V/def2-TZVPD" charge=0 homo_energy_ev=-9.72 homo_lumo_gap_ha=0.3802 smiles=N#C[C@H](F)CS spin_multiplicity=1
C 0.474 -0.947 0.092
C -0.525 0.092 0.539
C -1.919 -0.208 0.143
H 1.420 1.121 -0.365
H 0.216 -1.547 -0.809
H 0.654 -1.611 1.019
H -0.303 0.456 1.559
N -2.930 -0.405 -0.416
F -0.400 1.352 -0.074
S 2.121 -0.086 -0.154



<B>
10
Properties=species:S:1:pos:R:3 method="wB97M-V/def2-TZVPD" charge=0 homo_energy_ev=-9.23 homo_lumo_gap_ha=0.3129 spin_multiplicity=1
C -1.276 0.706 -0.093
C 0.862 -1.281 -0.553
C -0.436 1.297 0.906
N -1.892 0.150 -0.925
F -0.079 2.583 0.810
S 1.463 0.116 0.259
H -0.163 -1.005 -1.041
H 0.591 -2.217 0.095
H 1.578 -1.426 -1.413
H -0.649 1.076 1.956



Most stable structure - <A>; separation to the second - 1.108 eV.



<A>
17
Properties=species:S:1:pos:R:3 method="wB97M-V/def2-TZVPD" charge=0 homo_energy_ev=-8.52 homo_lumo_gap_ha=0.3448 smiles="C=C1SC[C@H]2C[C@]12N" spin_multiplicity=1
C -0.431 0.295 0.296
C -1.767 0.239 -0.403
C -0.520 -0.566 -0.944
C 0.246 -1.857 -0.550
C 1.000 0.754 0.026
C 1.570 1.922 -0.229
H 0.257 -0.962 1.979
H -0.816 0.341 2.457
H -2.467 -0.077 0.267
H -2.267 0.844 -1.224
H -0.088 -0.025 -1.753
H -0.185 -2.233 0.369
H 0.447 -2.607 -1.257
H 2.578 2.267 -0.646
H 1.071 2.927 -0.161
N -0.534 -0.273 1.601
S 1.904 -0.988 0.172



<B>
17
Properties=species:S:1:pos:R:3 method="wB97M-V/def2-TZVPD" charge=0 homo_energy_ev=-8.41 homo_lumo_gap_ha=0.3387 spin_multiplicity=1
C 2.036 -0.296 0.549
C 0.557 0.094 0.561
C -0.541 -1.050 0.443
C -1.600 0.079 0.494
C -1.266 0.963 -0.694
C 0.207 0.957 -0.669
H 2.195 -1.340 1.137
H 2.069 -0.724 -0.584
H 2.803 0.532 0.771
H -0.718 -1.459 -0.642
H -0.491 -1.707 1.245
H -2.629 -0.274 0.690
H -1.951 1.884 -0.771
H -0.469 -0.639 -1.937
H 0.904 1.797 -0.753
N -0.488 0.417 -1.785
S -0.619 0.766 1.945



Most stable structure - <B>; separation to the second - 1.355 eV.



<A>
17
Properties=species:S:1:pos:R:3 method="wB97M-V/def2-TZVPD" charge=0 homo_energy_ev=-8.52 homo_lumo_gap_ha=0.3418 smiles="C=C1CN[C@@H]2C[C@@]12S" spin_multiplicity=1
C -0.136 -0.344 0.634
C -1.564 -0.380 1.209
C -1.367 -0.079 -0.246
C 0.322 0.100 -1.686
C 0.675 -0.891 -0.519
C 1.424 -1.973 -0.612
H 1.455 0.655 2.050
H -1.698 0.377 1.970
H -2.075 -1.309 1.363
H -1.592 -1.030 -0.775
H -0.748 1.769 -0.936
H 0.147 -0.487 -2.615
H 1.117 0.832 -1.861
H 1.629 -2.598 0.240
H 1.851 -2.270 -1.545
N -0.958 0.819 -1.301
S 0.656 1.233 1.159



<B>
17
Properties=species:S:1:pos:R:3 method="wB97M-V/def2-TZVPD" charge=0 homo_energy_ev=-8.87 homo_lumo_gap_ha=0.3594 smiles="C=C[C@@]12CNC[C@@H]1S2" spin_multiplicity=1
C -0.923 -1.094 -2.075
C 0.161 -0.416 -1.763
C 0.538 0.020 -0.415
C 0.268 1.440 0.045
C -0.313 0.014 1.892
C 0.214 -0.920 0.768
H -1.650 -1.295 -1.308
H -1.141 -1.318 -3.115
H 0.885 -0.240 -2.594
H -0.743 1.666 -0.248
H 0.927 2.160 -0.353
H 1.230 1.448 1.910
H -1.425 0.037 1.735
H -0.053 -0.199 2.961
H -0.204 -1.886 0.649
N 0.253 1.378 1.538
S 1.975 -0.795 0.372



Most stable structure - <B>; separation to the second - 2.846 eV.



<A>
15
Properties=species:S:1:pos:R:3 method="wB97M-V/def2-TZVPD" charge=0 homo_energy_ev=-7.63 homo_lumo_gap_ha=0.3153 spin_multiplicity=1
C -2.257 -0.560 1.080
C -1.248 0.526 0.734
C 1.892 0.668 -0.837
C 2.573 -0.340 -1.352
H -2.932 -0.217 1.874
H -1.754 -1.460 1.439
H -2.856 -0.829 0.204
H -0.663 0.811 1.611
H -1.758 1.426 0.383
H 0.429 -0.993 -0.024
H 1.956 1.016 0.191
H 3.265 -0.891 -0.732
H 2.455 -0.629 -2.389
F 1.021 1.391 -1.560
S -0.121 0.078 -0.623



<B>
15
Properties=species:S:1:pos:R:3 method="wB97M-V/def2-TZVPD" charge=0 homo_energy_ev=-9.22 homo_lumo_gap_ha=0.3738 smiles=CC[C@@H](S)CF spin_multiplicity=1
C -0.429 -1.006 -1.405
C -0.875 0.061 -0.381
C 0.449 0.760 0.280
C 0.936 -0.348 1.177
H 0.159 -0.432 -2.125
H -1.297 -1.381 -1.848
H 0.147 -1.905 -1.042
H -1.555 -0.418 0.305
H -1.444 0.855 -0.955
H 1.352 0.912 -0.353
H -1.011 2.444 0.637
H 0.177 -0.756 1.769
H 1.357 -1.148 0.606
F 1.957 0.098 1.968
S 0.077 2.264 1.366



Most stable structure - <B>; separation to the second - 3.635 eV.